{
  "formula": "C44H96N11O25P3",
  "method": "ωB97M-V with the def2-TZVPD basis set",
  "mol_weight_g_mol": 1272.23,
  "total_energy_ev": -142618.7274,
  "smiles": "CN(C)P(=O)(N(C)C)N(C)C.CN(C)P(=O)(N(C)C)N(C)C.CN(C)P(=O)(N(C)C)N(C)C.C[C@H]1COC(=O)O1.C[C@H]1COC(=O)O1.C[C@H]1COC(=O)O1.C[C@H]1COC(=O)O1.C[C@H]1COC(=O)O1.C[C@H]1COC(=O)O1.C[N+](=O)[O-].C[N+](=O)[O-]",
  "lumo_ha": -0.003,
  "orbital_gap_ev": 7.962,
  "homo_energy_ha": -0.2961,
  "e_above_lowest_kj_mol": 783.29,
  "symbols": ["C", "N", "C", "P", "O", "N", "C", "C", "N", "C", "C", "H", "H", "H", "H", "H", "H", "H", "H", "H", "H", "H", "H", "H", "H", "H", "H", "H", "H", "C", "N", "C", "P", "O", "N", "C", "C", "N", "C", "C", "H", "H", "H", "H", "H", "H", "H", "H", "H", "H", "H", "H", "H", "H", "H", "H", "H", "H", "C", "N", "C", "P", "O", "N", "C", "C", "N", "C", "C", "H", "H", "H", "H", "H", "H", "H", "H", "H", "H", "H", "H", "H", "H", "H", "H", "H", "H", "C", "C", "C", "O", "C", "O", "O", "H", "H", "H", "H", "H", "H", "C", "C", "C", "O", "C", "O", "O", "H", "H", "H", "H", "H", "H", "C", "C", "C", "O", "C", "O", "O", "H", "H", "H", "H", "H", "H", "C", "C", "C", "O", "C", "O", "O", "H", "H", "H", "H", "H", "H", "C", "C", "C", "O", "C", "O", "O", "H", "H", "H", "H", "H", "H", "C", "C", "C", "O", "C", "O", "O", "H", "H", "H", "H", "H", "H", "C", "N", "O", "O", "H", "H", "H", "C", "N", "O", "O", "H", "H", "H"],
  "xyz": [[-12.83085, -16.75932, 0.67685], [-11.91989, -17.38724, -0.37245], [-12.59797, -18.20855, -1.32605], [-10.20021, -17.30839, -0.31742], [-9.60258, -17.54359, -1.68494], [-9.80988, -15.74922, 0.31636], [-8.68227, -15.50378, 1.24199], [-10.05017, -14.51036, -0.55271], [-9.76821, -18.32265, 0.92551], [-9.38704, -19.71564, 0.49479], [-10.34142, -18.24522, 2.33539], [-13.16653, -17.45918, 1.44211], [-13.75733, -16.42825, 0.20767], [-12.23621, -15.91796, 1.03268], [-12.16625, -19.20883, -1.35988], [-12.36928, -17.86970, -2.33649], [-13.68520, -18.14785, -1.27775], [-8.92597, -15.92990, 2.21520], [-7.70649, -15.76249, 0.83088], [-8.61505, -14.44187, 1.47848], [-11.10975, -14.32145, -0.72509], [-9.58087, -13.63972, -0.09462], [-9.56165, -14.55150, -1.52623], [-8.37643, -19.61711, 0.09851], [-9.30550, -20.33031, 1.39125], [-10.16370, -20.13803, -0.14278], [-10.76851, -17.28851, 2.63604], [-9.65842, -18.60381, 3.10547], [-11.15257, -18.97326, 2.34518], [1.17338, -19.06006, -5.14524], [1.18944, -19.62641, -3.85817], [2.55644, -19.72880, -3.22443], [-0.13234, -19.68797, -2.81868], [0.26804, -19.89446, -1.38098], [-1.09817, -18.26795, -2.96549], [-2.39179, -18.19574, -2.36945], [-0.38229, -17.17081, -2.59374], [-1.14514, -20.82458, -3.57450], [-0.74496, -22.24994, -3.45585], [-2.06013, -20.48900, -4.67268], [2.10060, -18.50727, -5.29622], [0.36118, -18.38878, -5.42422], [1.43416, -19.92094, -5.76085], [3.22923, -18.87869, -3.33739], [2.98509, -20.62517, -3.67264], [2.47506, -20.04058, -2.18315], [-3.02442, -19.01131, -2.71975], [-2.31435, -18.43065, -1.30788], [-3.04663, -17.37318, -2.65698], [0.58644, -17.15875, -3.09325], [-0.86094, -16.24777, -2.92083], [-0.20752, -17.03035, -1.52705], [0.22739, -22.51282, -3.87243], [-0.74204, -22.43697, -2.38202], [-1.58749, -22.79043, -3.88727], [-1.76008, -19.60470, -5.23490], [-3.01205, -20.14997, -4.26399], [-2.19830, -21.29998, -5.38775], [8.39430, -10.13329, 3.96855], [7.99114, -11.49068, 3.93298], [6.60219, -11.55950, 3.64340], [9.04787, -12.76445, 3.40048], [9.50351, -12.44583, 2.04997], [10.31789, -12.93558, 4.54747], [10.15906, -12.59068, 5.88769], [11.54920, -13.67791, 4.27899], [8.21209, -14.22855, 3.68429], [8.19941, -15.39217, 2.67376], [7.52888, -14.50138, 5.00657], [9.27199, -10.06841, 4.61163], [7.60639, -9.59321, 4.49355], [8.52161, -9.83456, 2.92805], [6.59850, -11.01453, 2.69942], [5.93634, -11.03612, 4.32956], [6.30161, -12.59140, 3.46192], [10.99142, -11.93785, 6.15053], [9.24340, -12.04952, 6.12605], [10.33603, -13.45573, 6.52680], [12.23521, -13.35283, 5.06118], [11.38242, -14.74137, 4.45023], [11.88028, -13.84028, 3.25326], [7.38215, -15.14005, 1.99802], [9.17384, -15.27827, 2.19877], [8.21614, -16.33327, 3.22345], [7.65079, -15.53891, 5.31765], [6.55246, -14.01721, 5.02346], [8.09276, -13.99662, 5.79101], [-11.41738, -18.19962, 12.20843], [-11.84057, -16.73751, 12.50783], [-10.83630, -15.70318, 12.15826], [-11.30731, -14.96501, 11.02158], [-12.40174, -15.47172, 10.60822], [-12.90973, -15.26240, 9.46464], [-12.82183, -16.46953, 11.54041], [-10.82149, -18.47385, 13.07895], [-10.82985, -18.21622, 11.29048], [-12.25442, -18.88830, 12.09356], [-12.15126, -16.69808, 13.55187], [-9.80148, -16.04233, 12.11114], [-10.97733, -15.04510, 13.01566], [-2.39204, -24.43094, 11.80188], [-1.14407, -25.14626, 11.27616], [-1.42933, -25.87592, 9.93604], [-0.43088, -25.34115, 9.16036], [0.38044, -24.44800, 9.83387], [1.30421, -23.80286, 9.24321], [-0.03384, -24.19909, 11.05550], [-2.96945, -23.95601, 11.00870], [-2.18303, -23.76801, 12.64149], [-3.17034, -25.14128, 12.08075], [-0.86747, -25.76664, 12.12865], [-2.40355, -25.64475, 9.50527], [-1.30494, -26.94499, 10.10845], [-3.89288, -27.86984, 2.08497], [-4.95922, -26.72673, 2.03714], [-6.35099, -27.27642, 2.16111], [-6.86799, -26.67675, 3.37708], [-6.02338, -25.72354, 3.85005], [-6.35625, -24.79095, 4.59576], [-4.76820, -25.93248, 3.27024], [-4.01712, -28.63351, 1.31719], [-4.16787, -28.59605, 2.84989], [-2.81698, -27.71604, 2.16802], [-5.01407, -26.08281, 1.15938], [-6.27878, -28.36131, 2.23789], [-6.90310, -27.10636, 1.23679], [0.02752, -18.27983, 5.87275], [-1.46437, -17.98200, 5.63326], [-2.41249, -19.14765, 5.24190], [-3.51736, -18.93349, 6.10995], [-3.13790, -17.85098, 7.04123], [-3.85884, -17.61157, 8.04905], [-1.98475, -17.38600, 6.81219], [0.39531, -18.81563, 6.74782], [0.68308, -17.40914, 5.85711], [0.38654, -18.84880, 5.01515], [-1.54144, -17.26705, 4.81412], [-2.05341, -20.14648, 5.48988], [-2.60772, -19.05853, 4.17324], [-3.00123, -7.86520, -1.42661], [-2.25683, -8.23399, -0.15085], [-3.21820, -8.18343, 1.10859], [-2.80599, -9.20414, 1.75286], [-2.35739, -10.14196, 0.91395], [-2.15377, -11.29639, 1.36404], [-2.16522, -9.68803, -0.21849], [-3.31403, -6.82356, -1.49899], [-4.02418, -8.23870, -1.47338], [-2.48012, -8.24764, -2.30428], [-1.32004, -7.68439, -0.05883], [-4.28686, -8.16298, 0.89497], [-2.73317, -7.38467, 1.66969], [-7.10069, -10.52826, 8.42840], [-7.94062, -9.17029, 8.22857], [-9.41894, -9.40406, 7.90968], [-10.02008, -8.75624, 8.96503], [-9.17482, -8.18146, 9.84236], [-9.46237, -7.55450, 10.88581], [-7.94629, -8.57072, 9.46970], [-7.67972, -11.41136, 8.69851], [-6.41426, -10.47630, 9.27351], [-6.47613, -10.73062, 7.55830], [-7.37444, -8.54696, 7.53648], [-9.54669, -10.48592, 7.87256], [-9.75002, -8.98115, 6.96119], [-4.15504, -16.36508, 15.17970], [-3.34375, -16.05427, 16.40105], [-2.14090, -16.38786, 16.35361], [-3.98916, -15.58464, 17.37387], [-5.12662, -15.94668, 15.44250], [-4.07126, -17.43284, 14.97730], [-3.78468, -15.77989, 14.33798], [0.81081, -11.12664, 6.83560], [0.65978, -9.71638, 7.24471], [1.69611, -9.15112, 7.61762], [-0.43495, -9.09422, 7.26400], [1.60115, -11.63285, 7.38987], [1.01166, -11.13646, 5.76431], [-0.06545, -11.67813, 7.17638]],
  "forces_ev_per_a": [[1.472, -0.510, -1.455], [-0.320, 1.650, 1.608], [0.906, -0.154, -1.749], [-0.544, 1.698, -0.686], [-0.943, -0.440, 2.159], [-0.468, 1.075, -0.756], [-0.724, -0.073, 0.092], [0.245, -1.210, 0.144], [0.687, -0.365, 1.171], [0.037, 1.420, 1.094], [-0.368, -0.870, -1.581], [0.461, -0.062, 0.298], [0.201, 0.318, -0.286], [-0.512, -0.006, 0.563], [-0.689, -0.500, 0.377], [0.018, 0.297, -0.266], [0.148, -0.351, 0.571], [0.570, -0.554, -0.132], [0.015, -0.475, 0.208], [-0.243, 0.119, -0.300], [-0.022, -0.123, 0.169], [-0.349, -0.166, 0.411], [-0.015, -0.523, -0.161], [-0.349, -0.512, -0.631], [-0.102, 0.023, 0.033], [0.427, -0.145, -0.317], [0.322, 0.112, -0.437], [0.511, 0.283, -0.321], [-0.364, 0.042, 0.186], [1.721, -0.413, -1.442], [0.490, 1.066, 4.195], [-1.058, -1.422, -0.312], [-1.203, -0.171, 0.354], [-0.331, -0.504, -1.945], [-0.305, -2.472, -1.631], [-1.634, -2.493, 0.163], [2.425, 3.552, 0.137], [0.651, 0.018, 0.179], [-1.050, 1.195, 0.852], [0.037, 0.973, 0.316], [0.007, 0.705, 0.274], [-0.273, -0.635, 0.042], [-1.064, 0.149, -1.314], [-0.372, 0.221, -0.162], [0.565, 0.183, -0.385], [-0.303, 0.554, 0.038], [0.177, -0.386, -0.101], [-0.243, 0.845, 0.432], [0.839, 0.738, 0.304], [0.292, 0.032, 0.114], [-0.227, 0.128, -0.126], [0.032, -0.291, 0.407], [-0.050, 0.074, -0.331], [0.230, -0.449, -0.030], [0.434, -0.423, -0.068], [0.482, -0.099, -0.136], [-0.365, -0.561, -0.102], [0.086, -0.110, 0.293], [0.775, -0.110, 0.450], [1.147, -3.296, 2.165], [-0.125, -0.436, -1.710], [-0.665, -0.124, 2.395], [0.499, -0.915, -0.816], [-1.002, 0.989, -3.310], [0.929, 0.640, 1.664], [-1.166, -1.134, 0.391], [-0.736, -0.843, -0.022], [0.825, 2.967, 1.190], [1.798, 1.435, -0.813], [0.397, 0.475, -0.514], [0.040, 0.377, -0.283], [0.328, 0.913, 0.120], [-1.293, 0.000, -0.537], [0.216, -0.163, 0.412], [-0.261, 0.162, 0.049], [0.150, 0.495, 0.371], [-0.048, -0.347, -0.149], [-0.597, -0.296, 0.408], [0.701, 0.086, -0.750], [-0.294, -0.499, 0.915], [0.218, 1.627, -0.157], [0.045, -1.056, -0.196], [-0.255, -0.350, -0.597], [-0.564, 0.104, -0.221], [-0.740, -0.138, -0.539], [-0.378, -0.831, 0.102], [0.054, 0.267, -0.017], [0.441, 0.895, 0.687], [-0.011, -2.887, -1.908], [0.549, 1.748, 2.320], [2.592, 0.432, 0.810], [-3.694, -2.267, -4.404], [1.520, -0.800, 5.366], [-1.948, 1.964, -1.926], [0.296, -0.571, -0.225], [0.107, -0.125, 0.076], [-0.096, 0.278, 0.197], [-0.583, 0.440, -0.222], [-0.136, 0.193, -0.588], [0.970, 0.706, -0.195], [-0.435, 0.072, -0.660], [-1.849, 0.726, 1.856], [0.319, 0.273, 2.249], [2.395, 0.829, -1.202], [3.174, 3.216, -4.239], [-3.747, -3.181, 2.624], [-1.354, -1.661, -0.061], [0.580, 0.834, -0.172], [-0.064, 0.007, -0.179], [0.443, -0.566, 0.585], [0.589, -0.423, -0.502], [-0.012, -0.007, 0.133], [-0.043, -0.104, -0.448], [-0.817, -0.924, -0.314], [1.670, -0.481, 1.206], [0.186, -0.872, 0.699], [-0.448, 0.080, -0.725], [-0.069, 2.261, 0.463], [1.499, -3.574, -2.238], [-1.622, 0.485, -0.289], [-0.084, 0.661, -1.149], [-0.055, 0.688, 1.059], [-0.299, 0.843, -0.025], [1.109, 0.260, 0.181], [-0.429, -0.034, 0.600], [-0.637, 0.607, 0.534], [0.572, -0.158, -0.972], [2.105, -0.447, -0.699], [0.741, 0.243, 1.197], [0.412, 2.743, 1.275], [-6.213, -2.745, 4.123], [2.687, -0.615, -4.338], [1.304, 0.735, -0.776], [-1.007, -0.278, 0.249], [-0.519, 0.503, -0.053], [-0.068, -0.219, -0.129], [0.123, 0.337, 0.212], [0.419, 0.047, -0.246], [-0.559, -0.152, 0.162], [-0.574, 0.378, -0.247], [-3.811, 0.089, -1.399], [1.809, 6.067, -2.922], [0.721, -5.640, 4.033], [0.428, -6.850, 6.513], [-0.506, 3.315, -2.084], [1.963, 1.810, -4.393], [1.136, 0.496, -0.079], [0.155, -1.052, 0.385], [0.034, 0.466, -0.067], [0.210, -0.676, 0.270], [0.007, 0.350, -0.080], [-1.562, 1.244, 0.083], [-0.170, 0.812, -0.232], [2.163, -2.906, -0.593], [1.669, -0.265, -1.071], [-2.655, 1.065, 1.401], [-0.521, 0.610, 3.227], [0.909, -2.227, -4.302], [0.314, 1.914, 1.844], [-0.523, 0.133, -0.448], [0.069, 0.710, -0.031], [-0.239, -0.145, -0.119], [-0.279, 0.118, -0.130], [-0.756, 0.071, 0.385], [0.018, 0.100, 0.076], [-0.156, 1.045, 0.290], [0.511, -0.506, 1.094], [-2.511, 1.123, 0.689], [2.215, -0.959, -2.074], [-0.165, -0.734, -0.271], [-0.249, 0.220, 0.133], [0.363, -0.189, 0.130], [-0.633, -0.824, 0.404], [-0.127, 3.374, 1.664], [-0.941, -1.048, -0.702], [1.976, -2.474, -0.613], [0.425, 0.807, -0.146], [-0.314, -0.156, 0.144], [-0.401, 0.320, -0.765]],
  "lowdin_charge": [-0.090, -0.299, -0.148, 0.561, -0.312, -0.286, -0.121, -0.088, -0.304, -0.086, -0.093, 0.067, 0.069, 0.058, 0.067, 0.072, 0.081, 0.060, 0.083, 0.067, 0.068, 0.063, 0.070, 0.080, 0.074, 0.070, 0.066, 0.078, 0.072, -0.146, -0.311, -0.080, 0.602, -0.305, -0.321, -0.125, -0.206, -0.301, -0.095, -0.118, 0.074, 0.087, 0.088, 0.080, 0.075, 0.064, 0.055, 0.094, 0.099, 0.080, 0.092, 0.092, 0.073, 0.073, 0.076, 0.063, 0.057, 0.083, -0.125, -0.349, -0.143, 0.592, -0.281, -0.327, -0.196, -0.093, -0.307, -0.057, -0.087, 0.081, 0.087, 0.092, 0.085, 0.086, 0.067, 0.079, 0.079, 0.083, 0.080, 0.070, 0.084, 0.075, 0.062, 0.073, 0.080, 0.062, 0.046, -0.015, -0.354, -0.085, 0.115, -0.478, 0.084, 0.044, 0.081, 0.090, 0.087, 0.150, 0.145, 0.135, -0.038, -0.260, -0.123, 0.052, -0.489, 0.072, 0.113, 0.083, 0.088, 0.086, 0.146, 0.135, 0.134, -0.023, -0.271, -0.106, 0.061, -0.470, 0.117, 0.047, 0.077, 0.080, 0.082, 0.148, 0.123, 0.134, -0.020, -0.281, -0.111, 0.015, -0.472, 0.078, 0.128, 0.089, 0.077, 0.084, 0.150, 0.133, 0.130, -0.038, -0.205, -0.189, 0.082, -0.605, 0.093, 0.149, 0.088, 0.083, 0.089, 0.160, 0.149, 0.146, -0.005, -0.291, -0.114, 0.074, -0.479, 0.108, 0.073, 0.073, 0.076, 0.072, 0.148, 0.128, 0.136, 0.034, -0.404, 0.044, 0.036, 0.091, 0.102, 0.097, 0.031, -0.409, 0.041, 0.036, 0.096, 0.107, 0.098]
}